(1)
45
Properties=species:S:1:pos:R:3:mulliken_charge:R:1 method="wB97M-V/def2-TZVPD" de_lowest_kcal_mol=122.0 e_lumo_ev=1.120 orbital_gap_ev=1.916 total_energy_ha=-1283.8424 homo_ev=-0.80 charge=-1
Rb -0.701 0.361 0.479 0.89
O -4.750 0.589 2.977 -0.87
C -4.536 1.021 1.643 0.58
C -4.902 2.505 1.219 0.01
O -5.613 3.345 2.189 -0.89
H -5.144 0.389 0.996 0.00
H -3.484 0.927 1.373 -0.48
H -5.609 2.426 0.393 0.11
H -4.044 3.039 0.810 -0.14
C 5.236 -3.025 3.022 -0.66
O 5.114 -1.997 2.059 -0.30
C 3.912 -1.266 1.952 0.71
O 2.888 -1.206 2.729 -0.59
O 3.991 -0.564 0.864 -0.30
C 2.873 0.208 0.433 -0.36
H 4.329 -3.587 3.244 0.32
H 5.676 -2.612 3.930 0.28
H 5.948 -3.764 2.654 0.25
H 3.245 0.606 -0.511 0.12
H 2.586 1.065 1.041 0.43
H 2.006 -0.397 0.165 0.07
C -0.485 -3.860 -2.953 -0.64
O -1.374 -4.206 -1.945 -0.33
C -1.770 -3.280 -1.089 0.73
O -1.267 -2.183 -0.830 -0.55
O -2.899 -3.642 -0.491 -0.38
C -3.635 -2.617 0.334 -0.49
H -1.001 -3.583 -3.873 0.27
H 0.189 -4.713 -3.032 0.24
H 0.127 -2.999 -2.686 0.29
H -2.923 -2.141 1.009 0.19
H -4.353 -3.216 0.895 0.27
H -4.124 -1.834 -0.246 0.30
C 3.232 2.530 -2.683 -0.63
O 2.205 3.512 -2.271 -0.36
C 1.127 3.252 -1.509 0.70
O 0.817 2.091 -1.078 -0.55
O 0.528 4.361 -1.221 -0.33
C -0.713 4.431 -0.537 -0.59
H 3.439 2.633 -3.748 0.29
H 2.875 1.511 -2.533 0.26
H 4.155 2.655 -2.116 0.29
H -1.268 5.335 -0.787 0.30
H -0.541 4.300 0.532 0.30
H -1.362 3.598 -0.803 0.22

(2)
98
Properties=species:S:1:pos:R:3:mulliken_charge:R:1 method="wB97M-V/def2-TZVPD" de_lowest_kcal_mol=0.0 e_lumo_ev=-2.421 orbital_gap_ev=4.597 total_energy_ha=-3112.0951 homo_ev=-7.02 charge=0
C -5.743 4.184 1.444 -1.27
C -4.659 3.186 1.333 0.56
C -4.165 2.622 0.175 -0.80
C -3.144 1.639 0.404 -1.56
C -2.895 1.469 1.743 1.12
B -1.920 0.373 2.450 1.87
C -0.532 1.179 2.189 -0.12
C 0.004 1.928 3.211 -0.73
C 1.196 2.614 3.012 0.10
C 1.751 3.365 4.186 0.68
F 2.704 4.272 3.847 -0.30
F 0.769 4.029 4.871 -0.28
F 2.328 2.496 5.093 -0.17
C 1.845 2.601 1.781 -1.26
C 1.273 1.852 0.762 -0.21
C 1.911 1.763 -0.593 0.68
F 2.702 0.642 -0.689 -0.24
F 0.965 1.654 -1.582 -0.27
F 2.699 2.831 -0.897 -0.29
C 0.093 1.144 0.958 -0.90
O -2.242 0.268 3.833 -0.50
C -3.141 -0.727 4.300 -1.26
C -4.021 -1.429 3.207 2.50
C -4.261 -2.859 3.670 -2.00
C -5.348 -0.714 3.093 -1.67
C -3.376 -1.492 1.786 -1.36
O -2.132 -0.821 1.682 -0.11
S -3.831 2.540 2.721 -0.29
H -6.101 4.422 0.441 0.36
H -6.576 3.784 2.030 0.26
H -5.389 5.103 1.919 0.27
H -4.544 2.894 -0.806 0.32
H -2.624 1.128 -0.399 0.44
H -0.499 1.995 4.172 0.61
H 2.762 3.158 1.622 0.57
H -0.338 0.596 0.127 0.68
H -2.518 -1.479 4.827 0.02
H -3.784 -0.232 5.048 0.53
H -4.923 -3.392 2.973 0.41
H -3.311 -3.405 3.722 0.46
H -4.727 -2.869 4.665 0.37
H -5.993 -1.244 2.380 0.40
H -5.844 -0.692 4.073 0.44
H -5.194 0.317 2.749 0.25
H -3.177 -2.543 1.522 0.45
H -4.065 -1.087 1.021 0.28
C 4.918 -2.518 8.187 -0.96
N 3.636 -1.981 7.788 0.28
C 2.603 -1.947 8.682 0.31
O 2.703 -2.195 9.882 -0.68
C 1.345 -1.550 7.908 0.31
C 0.602 -0.360 8.519 -0.92
C 0.242 -0.517 9.980 0.70
C 0.338 0.590 10.830 -0.51
C 0.078 0.453 12.197 -0.56
C -0.335 -0.783 12.712 -0.47
C -0.488 -1.877 11.849 -0.68
C -0.208 -1.742 10.486 -0.14
N 1.868 -1.278 6.562 0.78
C 1.025 -0.957 5.553 -0.63
C 1.397 -0.925 4.211 -1.24
C 0.602 -1.262 3.121 0.69
C 1.176 -1.868 1.935 0.65
C 2.548 -2.204 1.866 0.37
C 3.068 -2.867 0.741 -1.22
N 4.417 -3.336 0.746 1.00
O 4.815 -3.946 -0.276 -0.61
O 5.146 -3.130 1.745 -0.60
C 2.274 -3.148 -0.382 -0.41
C 0.924 -2.810 -0.339 -1.14
C 0.397 -2.167 0.779 -0.36
C 3.252 -1.769 6.390 0.37
C 4.206 -0.741 5.752 -1.55
C 3.310 -3.088 5.605 -1.48
H 4.940 -2.578 9.278 0.37
H 5.078 -3.523 7.773 0.33
H 5.721 -1.857 7.844 0.29
H 0.673 -2.433 7.884 0.10
H 1.224 0.542 8.395 0.41
H -0.313 -0.206 7.926 0.47
H 0.649 1.549 10.409 0.36
H 0.200 1.315 12.857 0.38
H -0.540 -0.894 13.780 0.36
H -0.814 -2.845 12.233 0.37
H -0.323 -2.594 9.813 0.28
H -0.014 -0.747 5.831 0.61
H 2.410 -0.574 3.997 0.60
H -0.480 -1.231 3.217 0.03
H 3.221 -1.974 2.694 0.72
H 2.745 -3.633 -1.231 0.53
H 0.278 -3.063 -1.184 0.49
H -0.652 -1.878 0.781 0.76
H 3.979 0.270 6.112 0.34
H 5.235 -0.995 6.035 0.48
H 4.151 -0.769 4.658 0.33
H 2.758 -3.870 6.140 0.41
H 2.876 -2.950 4.610 0.20
H 4.359 -3.395 5.493 0.45

(3)
58
Properties=species:S:1:pos:R:3:mulliken_charge:R:1 method="wB97M-V/def2-TZVPD" de_lowest_kcal_mol=0.0 e_lumo_ev="-4.607 / -9.408" orbital_gap_ev="10.458 / 5.828" total_energy_ha=-1451.0717 s2=8.77 homo_ev="-15.06 / -15.24" charge=+2 multiplicity=6
Ir 0.808 -0.044 -0.206 1.15
C 4.702 -1.049 -1.733 -1.12
C 3.328 -1.210 -1.778 -0.08
N 2.759 -0.445 -0.837 -0.39
N 3.742 0.229 -0.192 0.24
C 4.919 -0.128 -0.718 -0.04
B 3.421 1.286 0.888 -0.15
N 2.639 0.622 2.047 0.18
C 3.003 0.425 3.317 -0.08
C 2.036 -0.344 3.950 -1.18
C 1.089 -0.595 2.971 -0.13
N 1.459 -0.002 1.826 -0.30
N 2.518 2.358 0.217 0.12
C 2.754 3.643 -0.028 -0.02
C 1.712 4.156 -0.805 -1.19
C 0.864 3.088 -0.999 -0.13
N 1.348 1.998 -0.370 -0.24
H 5.442 -1.529 -2.346 0.44
H 2.726 -1.832 -2.420 0.48
H 5.834 0.296 -0.340 0.49
H 4.414 1.785 1.295 -0.06
H 3.919 0.848 3.692 0.49
H 2.027 -0.673 4.973 0.44
H 0.179 -1.168 3.028 0.45
H 3.640 4.120 0.356 0.49
H 1.609 5.160 -1.175 0.44
H -0.052 3.032 -1.560 0.44
C -1.905 0.335 -2.581 -1.34
Si -1.474 -0.233 -0.832 0.62
C -2.713 0.587 0.480 1.92
C -4.034 0.696 -0.260 -1.59
C -2.056 1.954 0.663 -1.68
C -2.809 -0.159 1.788 -1.52
C -1.850 -2.410 -0.775 1.50
C -1.254 -2.973 0.478 -1.38
C -3.325 -2.631 -0.943 -1.73
C -1.037 -2.698 -2.022 -1.61
H -2.894 0.001 -2.901 0.39
H -1.174 0.005 -3.316 0.44
H -1.910 1.428 -2.606 0.31
H -3.985 1.378 -1.106 0.34
H -4.763 1.114 0.445 0.53
H -4.438 -0.259 -0.582 0.32
H -1.881 2.472 -0.281 0.32
H -1.129 1.897 1.233 0.35
H -2.754 2.582 1.227 0.54
H -3.331 -1.109 1.697 0.30
H -3.387 0.448 2.492 0.54
H -1.829 -0.315 2.241 0.17
H -1.804 -2.684 1.371 0.29
H -0.197 -2.711 0.585 0.25
H -1.303 -4.066 0.415 0.53
H -3.901 -2.345 -0.066 0.35
H -3.484 -3.710 -1.071 0.52
H -3.729 -2.154 -1.836 0.36
H 0.005 -2.379 -1.935 0.36
H -1.481 -2.301 -2.932 0.34
H -1.011 -3.791 -2.127 0.48